Here is a molecular structure, C61H49BrN3O5P3SW from the OMol25 dataset. Energies are from ωB97M-V/def2-TZVPD.

Computed properties:
LUMO energy (alpha / beta), eV: 0.47 / 0.36
DFT total energy, hartree: -6957.82839
Frontier orbital gap (alpha / beta), eV: 7.12 / 6.70
Maximum force, Eh/bohr: 0.01304
ΔE to the lowest compared entry with this formula, charge and spin, eV: 1.192

ORCA input file:
```
! wB97M-V def2-TZVPD RIJCOSX def2/J DEFGRID3
* xyz 0 3
W 0.43253 0.40226 0.02119
Br -2.55899 -5.90778 2.15564
S 3.00306 2.95609 0.67516
P 1.10826 0.26551 -2.50542
P -2.04149 0.38010 -0.23388
P 0.56926 0.62115 2.55311
O 0.56688 2.48990 -0.17918
O 0.31574 -1.66816 0.34760
O 2.45767 -2.29829 0.27837
O 1.09442 4.62226 0.11220
O -2.24727 -0.69025 2.40529
N 3.30997 1.57917 -0.29649
N 2.71429 0.36521 0.18375
N 1.33702 -6.25035 0.92280
C -2.27759 -1.63407 4.60558
C -1.64311 -0.85942 3.64495
C -4.83815 2.50614 2.01418
C 2.06066 4.10623 -3.37767
C -1.68020 0.44773 -5.56256
C -4.64676 1.95465 3.26874
C -3.76878 1.08428 -2.38409
C -2.70126 1.44505 -1.56885
C -0.84525 -5.47281 1.48555
C -3.73562 3.26104 -3.40980
C 1.66257 -4.99534 0.63376
C 2.15765 -3.65086 -2.82568
C 3.53087 -3.68321 -2.62526
C 0.06462 -0.27403 5.18432
C 2.15795 -1.23853 -2.62479
C 0.04770 4.93234 4.08792
C 0.49637 2.33426 3.18552
C 2.11248 1.71211 -3.05785
C -2.07428 -1.95087 -1.67044
C 1.44947 2.93344 -2.96765
C 4.21681 -2.49828 -2.43358
C -0.52137 -4.17071 1.15327
C 1.29873 2.87970 4.18245
C 4.53835 -0.03821 3.56849
C -4.27785 1.98732 -3.30588
C 2.20477 -1.50207 3.30521
C 1.48426 -2.44412 -2.83502
C -2.53858 -3.18085 -2.10225
C -0.44559 -0.20420 3.88440
C -2.17264 2.73069 -1.66412
C 1.35218 3.44856 0.10989
C -2.72926 -1.25524 -0.65880
C 0.77838 -3.92707 0.72713
C -3.66496 -3.73758 -1.51009
C 3.34844 0.60206 3.24228
C -4.31958 -3.05248 -0.49753
C 3.99386 2.85756 -4.03790
C -3.85798 -1.81411 -0.07473
C -4.11178 2.03031 0.93215
C 1.07560 4.17269 4.62695
C 0.21050 0.06923 -4.11370
C 0.34655 -0.46261 -6.46163
C 3.38504 1.68413 -3.61665
C 0.10065 -6.47852 1.34887
C 3.38932 -2.14107 3.61948
C 4.56207 -1.41069 3.75841
C 3.53610 -1.28689 -2.42996
C -0.76476 4.39093 3.10455
C 0.92884 -0.41109 -5.21067
C -1.09178 0.49929 -4.30247
C -2.68398 3.63203 -2.58325
C 1.26038 -2.53435 0.40274
C -3.76568 0.89745 3.44398
C -0.96487 -0.03381 -6.64385
C 3.34189 4.07497 -3.90706
C -1.73149 -1.71167 5.87397
C -0.57084 -1.00342 6.16999
C 2.16346 -0.11961 3.11705
C -0.54064 3.10068 2.65525
C -3.08479 0.40975 2.34010
C -3.19031 0.99399 1.07819
H 3.39809 -3.21486 3.74640
H -1.56123 4.97621 2.66817
H -1.16765 2.69294 1.86926
H -1.65672 0.89091 -3.47126
H 0.41872 -2.44065 -3.03051
H 5.44652 0.54212 3.66832
H 4.31999 1.47424 -0.37609
H -3.19245 -2.14848 4.34756
H -2.21527 -2.30856 6.63399
H -4.02423 -4.70501 -1.82988
H 1.30153 -2.09074 3.20149
H -5.18437 2.34121 4.12337
H 1.70974 4.58794 5.39769
H -0.15246 -7.50017 1.60047
H 2.67771 -4.80919 0.30650
H -0.15133 -1.03973 7.16506
H -0.11338 5.94528 4.42753
H 0.44964 2.97789 -2.55408
H -5.19204 -3.48575 -0.02799
H -2.69919 0.79013 -5.68350
H 4.05836 -4.62665 -2.61779
H 1.95320 -0.74379 -5.09232
H -1.23624 -3.36118 1.23378
H 3.91281 0.75478 -3.76395
H 1.60906 -4.57089 -2.97847
H 3.82500 4.98926 -4.22174
H 0.91836 -0.83739 -7.30080
H -5.09947 1.69352 -3.94532
H 4.98458 2.81572 -4.47168
H -1.41860 -0.07548 -7.62466
H -4.24822 2.50498 -0.02678
H -1.18413 -1.51445 -2.11431
H 3.35263 1.66814 3.06220
H -3.61917 0.46559 4.42268
H -4.13377 3.96332 -4.12791
H -4.38664 -1.28856 0.70999
H 5.48773 -1.91050 4.00688
H 2.09562 2.30213 4.63061
H -1.34657 3.02224 -1.02266
H 3.00922 -0.40411 -0.42114
H -2.01732 -3.70913 -2.89027
H 4.10462 -0.38317 -2.25688
H 3.06443 0.09768 1.11472
H 1.53602 5.04577 -3.26827
H -2.25802 4.62357 -2.65554
H -5.53651 3.31846 1.87396
H -4.19712 0.09367 -2.31557
H 0.99337 0.22902 5.42166
H 5.28702 -2.50595 -2.27466
*
```